25
Properties=species:S:1:pos:R:3:forces:R:3 method="wB97M-V/def2-TZVPD" smiles="CSNC(OSC)=[N+](SC)SC" e_lumo_ev=-3.4 charge=+1 gap_ev=8.87 de_lowest_kcal_mol=0.0 largest_force_ev_per_a=5.6 e_homo_ev=-12.265
C -0.54210 -0.10351 -0.04792 -0.59 -1.43 -0.62
C -4.54144 0.68903 0.22825 2.67 -1.81 0.42
C 2.26098 -0.17744 1.82151 1.23 -3.89 -2.43
C 1.45030 2.76446 -1.84241 -0.32 -0.08 -1.10
C 1.63802 -3.18288 0.03368 -2.93 -4.15 -2.38
N -1.82435 0.33113 -0.03578 1.74 -1.26 0.27
N 0.60939 0.62591 -0.29498 -1.38 -0.23 0.37
O -0.49056 -1.44343 0.13562 0.78 1.09 -0.64
S -3.29797 -0.67154 0.17364 1.19 0.18 0.42
S 2.24671 0.01804 0.01836 -1.42 0.97 0.43
S 0.32084 2.34374 -0.50927 0.45 0.13 0.10
S 0.45209 -2.36025 -1.04240 -0.85 -0.10 0.97
H -5.34844 0.04876 0.38657 -2.00 -0.58 -0.22
H -4.38062 1.05525 -0.73225 -0.85 1.43 -1.37
H -4.40656 1.29550 1.08232 0.20 0.93 0.61
H 2.22393 -1.27463 2.01002 -0.43 0.76 0.06
H 1.64260 0.31423 2.43851 -2.77 2.05 1.56
H 3.21425 0.06968 2.12759 2.30 0.83 0.46
H 1.35278 3.82397 -2.13026 -0.75 -0.43 0.16
H 1.38541 2.10647 -2.71654 -0.62 0.27 0.11
H 2.46721 2.72406 -1.58213 1.34 -0.32 1.09
H 1.65210 -4.28731 -0.49882 0.23 2.64 1.55
H 1.39174 -3.30036 1.06593 -0.61 -0.05 0.50
H 2.50525 -2.70659 -0.10786 3.51 1.50 -0.25
H -1.98157 1.29770 0.01860 -0.13 1.54 -0.07

---

21
Properties=species:S:1:pos:R:3:forces:R:3 method="wB97M-V/def2-TZVPD" e_lumo_ev="4.1 / 4.0" charge=-1 gap_ev="4.71 / 6.17" de_lowest_kcal_mol=56.7 largest_force_ev_per_a=2.4 multiplicity=2 e_homo_ev="-0.635 / -2.159"
C -1.69490 -0.45578 0.28166 0.33 -0.62 -1.24
C -0.57346 0.36107 -0.38906 -2.31 -0.13 -0.68
C 0.07976 -0.51142 -1.48611 -0.37 1.41 0.28
C 1.17716 -1.31508 -0.94001 1.40 -0.53 0.64
N 3.80332 0.95259 -0.06907 0.24 0.00 -0.40
C 2.56799 0.34069 0.15736 -0.79 0.46 0.68
N 2.33292 -0.70521 -0.54225 -0.05 -0.41 -0.77
N -1.36051 1.44081 -1.10101 0.70 0.39 0.19
H -2.36182 -0.76689 -0.53118 -0.49 0.75 -0.06
H -2.25802 0.08938 1.04385 0.21 -0.40 0.19
H -1.35423 -1.46570 0.49708 0.47 0.14 1.25
H 0.15484 0.71325 0.32921 0.27 0.19 0.00
H 0.44889 0.23699 -2.22045 0.14 -0.28 -0.04
H -0.75533 -1.02369 -1.97415 0.31 -0.39 -0.05
H -3.55582 -0.89009 5.39792 -0.05 0.07 0.01
H 1.30209 -2.38921 -1.04299 -0.49 0.05 -0.30
H 4.11271 0.87499 -1.04176 0.17 -0.07 0.12
H 3.79323 1.90733 0.24513 0.08 -0.01 0.03
H -3.17710 -1.51817 5.30763 0.05 -0.07 -0.02
H -0.73908 2.16019 -1.46833 0.21 -0.28 -0.07
H -1.94265 1.96395 -0.45347 -0.03 -0.26 0.22

---

21
Properties=species:S:1:pos:R:3:forces:R:3 method="wB97M-V/def2-TZVPD" e_lumo_ev=0.4 gap_ev=9.27 de_lowest_kcal_mol=217.4 largest_force_ev_per_a=5.5 e_homo_ev=-8.842
C 2.51666 -0.46833 -0.46080 4.12 -0.20 -2.31
C 1.17901 0.16869 0.02344 -0.58 -1.92 1.22
C 0.78518 1.63944 -0.51645 0.52 0.46 0.79
C 1.14519 -0.18102 1.61264 -0.34 0.14 -0.58
C -1.02873 -0.78451 -0.58000 3.70 0.73 -1.25
H 3.33538 0.54910 -0.60146 -2.04 -3.42 0.11
H 2.22060 -1.19187 -1.67302 1.32 2.79 3.89
H 3.22921 -1.43632 0.27183 -2.71 3.35 -2.01
H -0.23976 1.86907 -0.30368 -0.82 -0.57 0.64
H 1.20718 2.68725 -0.17413 0.39 -2.59 -0.68
H 0.70796 1.50450 -1.58909 0.81 0.43 -0.37
H 0.14897 -0.00811 2.14032 1.09 -0.50 -0.86
H 1.42859 -1.32494 1.57979 -0.47 2.53 0.86
H 1.78833 0.54380 2.20606 -0.06 -1.40 -0.83
H -1.56118 -1.22853 -1.47953 -0.01 0.16 1.70
H -1.39804 0.07424 1.52513 -0.76 -0.62 -5.44
H -3.29494 0.99595 -0.68058 0.56 -3.48 3.26
H -3.62400 -1.01764 -0.39144 1.95 4.33 2.09
N 0.27806 -0.78808 -0.70746 -2.87 0.07 0.14
N -1.66245 0.02921 0.30125 -2.67 0.52 4.78
N -3.12020 0.15000 0.22006 -1.12 -0.81 -5.13

---

21
Properties=species:S:1:pos:R:3:forces:R:3 method="wB97M-V/def2-TZVPD" e_lumo_ev=0.9 gap_ev=8.59 de_lowest_kcal_mol=80.9 largest_force_ev_per_a=3.3 e_homo_ev=-7.695
C -1.66376 -0.62101 -1.16124 1.15 -1.74 -0.99
C -0.86544 0.41381 0.80305 1.59 0.94 1.04
C -2.16236 0.04404 0.11085 1.50 -0.36 -0.59
H -2.77834 0.92063 -0.09908 0.02 -0.09 0.05
H -2.30476 -1.44741 -1.46681 -0.32 0.16 -0.37
H -1.54734 0.09111 -1.97527 -0.23 0.08 -0.14
H -0.74378 1.48181 0.94508 -0.07 0.04 0.53
H -0.70298 -0.16797 1.70587 -0.01 0.38 0.27
H -2.74143 -0.65606 0.71552 0.06 0.09 0.03
C 1.18772 0.45766 0.33768 -1.14 0.83 -0.06
N 1.72110 1.09247 1.49547 -0.47 -0.30 -0.02
N 1.52876 1.18368 -0.82474 -0.22 0.00 -0.07
N 0.96415 -1.53766 -0.91491 2.21 0.40 1.50
C 1.30560 -0.96553 0.21377 -1.09 -1.80 -1.59
H 1.29732 0.65523 -1.65739 -0.07 0.08 0.03
H 2.47811 1.72623 1.27272 -0.07 -0.18 -0.08
H 1.99418 0.44034 2.21786 -0.05 0.11 0.03
H 1.12678 2.11258 -0.84604 -0.07 -0.13 -0.05
H 0.99271 -2.55282 -0.87497 0.06 0.00 0.24
H -0.57012 -1.15664 -1.14150 -2.87 1.55 0.36
H 1.48386 -1.51449 1.14410 0.10 -0.07 -0.12

---

21
Properties=species:S:1:pos:R:3:forces:R:3 method="wB97M-V/def2-TZVPD" e_lumo_ev=0.8 gap_ev=9.56 de_lowest_kcal_mol=107.8 largest_force_ev_per_a=4.8 e_homo_ev=-8.789
C -1.01148 1.41553 -1.41698 -1.00 1.52 2.97
C -0.72155 -1.93652 -0.18329 0.13 0.03 0.47
N 0.11319 -0.80793 -0.53749 0.92 -0.17 1.07
H 0.78645 -1.04640 -1.25304 -0.01 -0.06 0.19
H -0.91305 -2.53953 -1.07073 0.02 -0.06 0.14
H -0.08819 1.87835 -1.73884 0.12 0.01 0.01
H -1.24631 0.50403 -1.95031 0.12 -0.14 0.59
H -1.84883 2.10121 -1.47906 0.01 0.37 -0.59
H -0.25809 -2.53437 0.61992 -0.17 -0.23 -0.33
H -1.68189 -1.59481 0.21306 -0.10 -0.03 -0.15
C 2.28643 -0.04260 0.36051 -0.20 -0.02 0.28
C 0.78962 -0.11720 0.58134 -0.49 0.14 -1.91
C -1.03884 1.45567 0.52521 -2.05 -1.05 -4.17
N 0.21445 1.16984 0.93954 3.19 -2.00 2.14
N 0.41474 -0.31965 1.93230 -0.51 1.72 -0.33
H -0.55695 -0.61583 2.03356 0.03 -0.02 -0.37
H 2.50933 0.43410 -0.59544 -0.04 -0.04 -0.01
H 2.72859 0.54454 1.16141 0.02 0.03 -0.02
H 2.70880 -1.04844 0.38761 0.02 0.00 -0.05
H -1.79769 0.66667 0.60417 -0.02 0.23 0.39
H -1.38873 2.43334 0.86653 0.01 -0.23 -0.31

---

21
Properties=species:S:1:pos:R:3:forces:R:3 method="wB97M-V/def2-TZVPD" e_lumo_ev="-8.0 / -10.0" charge=+2 gap_ev="6.65 / 9.54" de_lowest_kcal_mol=3.8 largest_force_ev_per_a=3.7 multiplicity=3 e_homo_ev="-14.633 / -19.567"
C -2.43593 -0.16723 -0.99350 -1.70 -1.64 -2.04
C -0.37677 0.54955 -0.13133 -2.29 0.86 1.28
C 0.32459 -1.75242 0.18840 -0.42 -0.62 -0.05
C 2.03135 -0.09687 -0.16356 0.13 -1.19 -0.13
C -2.32354 1.25627 0.92942 -0.98 1.30 0.68
N 0.56037 -0.32468 -0.04226 3.49 -0.82 -0.61
N 2.71559 1.26506 -0.28408 -1.35 -0.29 0.26
N -1.72740 0.39120 -0.07882 2.81 2.30 0.53
H -3.49887 0.01263 -1.04141 -0.15 -0.32 0.43
H -1.97244 -0.75903 -1.76932 0.12 0.11 -0.04
H 0.77185 -2.08188 1.12482 0.06 0.18 0.10
H -0.74516 -1.93723 0.23924 0.06 0.01 0.02
H 0.73680 -2.35048 -0.62244 0.03 0.03 -0.13
H 2.46652 -0.57922 0.72208 0.06 0.26 -0.22
H 2.34773 -0.66955 -1.04888 0.10 0.31 0.22
H 2.41152 1.78352 -1.12064 0.16 -0.04 0.16
H -1.60059 1.48018 1.71264 -0.06 -0.21 -0.12
H -3.19665 0.78026 1.36818 0.03 -0.16 -0.05
H -2.63767 2.20203 0.48190 -0.01 -0.11 -0.06
H 2.55332 1.85358 0.54753 0.10 -0.07 -0.24
H 3.72734 1.08201 -0.35671 -0.17 0.09 -0.02

---

22
Properties=species:S:1:pos:R:3:forces:R:3 method="wB97M-V/def2-TZVPD" smiles="CC(=O)[C@@H](N)N[C@@H](C)N" e_lumo_ev=1.0 gap_ev=9.67 de_lowest_kcal_mol=52.1 largest_force_ev_per_a=3.5 e_homo_ev=-8.707
C -0.69198 0.53607 1.07489 0.84 -0.19 -0.21
C 1.12104 -0.29458 -0.27604 -1.28 0.86 -1.50
C -1.97874 0.68912 -1.28686 0.54 -1.50 1.99
C 2.23210 0.54334 -0.88051 0.01 -0.29 -0.10
N 0.75090 0.19276 1.04144 -0.42 -0.02 0.25
C -1.28709 -0.25268 -0.10524 -2.88 1.41 -1.50
N -1.39457 0.20138 2.27745 -0.02 -0.06 -0.06
N 1.43614 -1.68416 -0.23034 -0.10 0.03 -0.13
O -1.53917 -1.44082 -0.02762 0.39 0.46 0.06
H 0.96768 -0.51801 1.73244 -0.08 -0.01 -0.06
H -0.78249 1.61551 0.89905 -0.13 -0.19 -0.05
H 0.07177 -0.04494 -1.02887 3.02 -0.66 1.56
H -1.46464 -0.80401 2.37913 0.01 -0.04 0.00
H -0.95076 0.59676 3.09501 0.00 0.05 0.00
H 0.59779 -2.23045 -0.04590 0.02 0.00 0.01
H 1.87071 -2.01290 -1.08379 -0.04 0.04 0.02
H -2.86956 1.07399 -0.79295 -0.19 0.09 -0.05
H -2.27685 0.05278 -2.11554 0.15 0.07 -0.08
H -1.35499 1.53469 -1.56702 0.11 -0.13 -0.08
H 3.14899 0.40603 -0.31181 0.07 -0.03 0.15
H 2.42971 0.24443 -1.90909 -0.02 0.09 -0.14
H 1.96401 1.59570 -0.83781 -0.04 0.02 -0.09

---

22
Properties=species:S:1:pos:R:3:forces:R:3 method="wB97M-V/def2-TZVPD" e_lumo_ev="0.6 / 0.6" gap_ev="7.43 / 7.43" de_lowest_kcal_mol=128.3 largest_force_ev_per_a=2.2 e_homo_ev="-6.817 / -6.817"
C 2.15582 -0.24764 -0.24387 0.96 1.24 -1.35
C 1.85685 -1.51622 -0.96718 -0.53 0.03 -0.12
C 0.32966 -0.54991 1.73434 -2.02 0.23 -0.14
O 1.90208 0.87784 -0.68457 0.24 -1.46 0.56
H 0.63083 1.76426 0.22640 -0.80 0.26 0.16
H 2.86119 -0.34789 0.60106 -0.31 0.14 0.16
H 2.20415 -2.38893 -0.42073 0.16 -0.01 0.00
H 2.30282 -1.47268 -1.96535 0.14 0.02 0.16
H 0.77651 -1.61659 -1.14558 -0.06 0.09 0.11
H 1.37332 -0.51333 2.02530 0.57 0.32 -1.15
H 0.01175 -1.56622 1.94439 -0.43 0.06 0.05
H -0.14117 0.21594 2.33894 -0.33 -0.25 0.27
C -2.42863 1.26419 -0.80371 0.08 -0.36 0.06
C -1.21241 0.96927 0.00940 0.62 -1.76 0.28
N -0.88155 -0.29368 0.27673 0.94 1.81 0.88
N -1.24328 -1.26261 -0.49511 0.11 -0.94 -0.34
N -0.37334 1.94984 0.41363 0.89 0.51 0.15
H -1.28024 -2.11756 0.06690 -0.29 0.12 0.09
H -0.66244 2.88408 0.16111 0.04 -0.14 0.11
H -3.21330 0.55018 -0.55852 -0.01 0.05 -0.04
H -2.19374 1.13334 -1.86388 0.00 -0.01 0.02
H -2.77492 2.28436 -0.64969 0.03 0.05 0.10

---

22
Properties=species:S:1:pos:R:3:forces:R:3 method="wB97M-V/def2-TZVPD" smiles="[H]/N=N/NC(C)(C)[C@H](C)O" e_lumo_ev=0.9 gap_ev=10.18 de_lowest_kcal_mol=57.9 largest_force_ev_per_a=1.6 e_homo_ev=-9.289
C 0.49941 -0.08817 0.14498 -0.49 -0.35 0.33
C 1.48097 0.96424 0.65717 -0.13 -0.18 -0.22
C 0.33156 -1.21474 1.16580 -0.04 0.09 -0.11
C -1.33301 1.65528 0.71766 0.18 -0.48 -0.32
N 1.12334 -0.64491 -1.07540 -0.15 0.51 -0.02
N 0.59907 -1.23529 -2.11293 -0.15 -1.53 -0.52
C -0.88951 0.54162 -0.23070 0.56 0.44 -0.80
N -0.57193 -1.72354 -2.05250 0.87 0.60 0.24
O -1.90322 -0.40373 -0.27862 -0.29 -1.04 -0.54
H 2.09703 -0.41453 -1.21274 -0.23 0.05 -0.30
H -0.72470 0.94513 -1.26835 -0.14 0.14 0.72
H -1.62114 -1.08973 -0.99331 -0.35 1.02 1.17
H -0.75788 -2.23148 -2.91761 0.31 0.38 -0.05
H 1.15045 1.36087 1.61146 -0.02 0.00 0.08
H 2.46476 0.51908 0.80029 0.12 -0.03 0.04
H 1.57133 1.78639 -0.05043 0.02 0.11 -0.06
H 1.29699 -1.66753 1.38555 0.09 0.01 0.06
H -0.09431 -0.82249 2.08570 -0.07 0.00 0.13
H -0.33742 -1.98099 0.78169 0.01 0.01 0.04
H -0.71741 2.54148 0.61993 0.08 0.17 0.02
H -2.36056 1.89739 0.47588 -0.15 0.11 -0.04
H -1.30379 1.30565 1.74648 -0.02 -0.02 0.16

---

22
Properties=species:S:1:pos:R:3:forces:R:3 method="wB97M-V/def2-TZVPD" e_lumo_ev=0.8 gap_ev=8.55 de_lowest_kcal_mol=107.0 largest_force_ev_per_a=3.5 e_homo_ev=-7.767
C -0.36818 -0.56843 1.79145 0.40 -0.13 -0.23
C -1.60732 1.66706 0.06466 0.06 -0.40 0.40
N 0.11907 -0.56908 0.40503 -0.03 0.74 0.36
C -0.77335 0.68335 -0.72747 1.93 1.59 -1.32
N 0.04328 -1.87691 -0.17773 0.41 0.48 -0.12
N -1.20608 0.03497 -1.77401 0.65 0.32 0.13
H -0.73257 -2.37146 0.26021 0.16 0.25 0.12
H -0.27804 -1.69511 -1.14084 -0.14 0.08 0.02
H -2.08062 0.42163 -2.12431 -0.15 -0.53 0.47
H 0.15557 -1.34585 2.34781 -0.04 -0.04 0.16
H -1.44004 -0.77237 1.79320 0.04 0.05 -0.07
H -0.16270 0.39205 2.25647 -0.03 -0.06 -0.09
H -1.01974 2.14605 0.84915 -0.10 0.00 0.02
H -1.97402 2.44218 -0.60942 0.09 -0.06 -0.05
H -2.46910 1.15871 0.50316 0.00 0.10 0.03
C 2.33812 -0.38576 -0.87950 -0.04 0.64 -0.36
C 1.47662 0.19629 0.21423 0.73 -2.20 2.57
O 1.90680 0.85359 1.14784 -1.24 -0.51 -1.73
H 0.37912 1.17226 -0.77588 -2.13 -0.41 -0.38
H 3.30210 0.12378 -0.86502 -0.21 0.16 -0.03
H 2.53202 -1.44538 -0.70742 -0.37 0.06 0.15
H 1.85907 -0.26158 -1.85162 0.03 -0.15 -0.04

---

24
Properties=species:S:1:pos:R:3:forces:R:3 method="wB97M-V/def2-TZVPD" e_lumo_ev=0.6 gap_ev=9.70 de_lowest_kcal_mol=60.9 largest_force_ev_per_a=4.7 e_homo_ev=-9.095
C -2.44718 0.55383 0.29742 1.71 0.16 -0.35
C -1.63969 1.66489 -0.39012 -0.33 -0.62 2.66
C -1.68971 -0.70031 -0.13798 -0.14 -0.48 4.71
C 0.49356 -1.73589 0.55365 1.64 -2.08 3.94
C 3.30817 -0.45291 0.01569 0.92 0.79 3.54
N -0.27393 1.69505 0.07996 0.03 0.67 0.73
N 0.36577 0.45420 -0.09079 0.39 1.02 1.11
N -0.36296 -0.58772 0.52582 -0.42 -0.70 -1.85
O 0.79843 -2.60223 -0.55116 -1.14 0.79 0.00
O 3.18627 0.56537 0.90384 1.18 -2.14 0.40
O 2.87557 -0.09180 -1.09792 -0.94 0.25 -4.00
H -2.35323 0.69570 1.36601 -0.17 -0.18 0.36
H -3.46023 0.63220 0.01755 -1.29 -0.29 -0.45
H -1.68713 1.49810 -1.40568 -0.01 0.13 -2.47
H -1.98520 2.60343 -0.07834 -1.03 1.56 -0.21
H -2.07458 -1.64856 0.22784 -0.51 -0.03 -0.16
H -1.60958 -0.69576 -1.14499 0.36 -0.37 -3.50
H 1.44780 -1.29498 0.90993 -0.55 -0.42 -0.19
H 0.20312 -2.43679 1.52217 0.10 1.51 -2.70
H -0.38866 1.91777 1.09015 0.92 -0.51 -0.80
H 0.36369 0.35160 -1.08480 -0.09 -0.45 -1.03
H 1.71355 -2.48209 -0.83670 -0.12 0.30 0.25
H 2.79049 1.31204 0.47428 -0.76 1.28 -0.27
H 2.42568 0.78485 -1.16583 0.24 -0.19 0.27

---

23
Properties=species:S:1:pos:R:3:forces:R:3 method="wB97M-V/def2-TZVPD" e_lumo_ev=0.7 gap_ev=10.31 de_lowest_kcal_mol=0.0 largest_force_ev_per_a=4.2 e_homo_ev=-9.568
C -2.15854 0.07154 0.82124 0.91 -0.38 -1.02
C 0.56404 2.64057 -0.48237 -0.84 -3.09 -1.22
C 1.28646 -0.91579 2.00213 -2.80 -0.18 3.08
C 0.65088 1.40058 -1.48879 -2.69 2.48 -1.17
C 1.31593 0.27341 -0.82459 -0.88 -0.43 0.59
N -1.09411 0.67573 0.88291 -1.09 -0.01 1.03
N -0.56776 -1.91429 -0.15626 -1.91 1.24 0.38
N -3.04092 -0.70370 0.53623 -0.73 0.30 0.51
Si -2.36753 -2.08583 -0.32221 1.51 -0.19 1.61
Si 0.18662 -0.41431 0.51527 1.44 -2.23 0.02
H -0.00220 2.19692 0.33722 -0.18 1.36 -0.09
H 1.55028 2.74008 -0.12682 1.30 1.07 0.23
H 0.10398 3.44328 -1.03711 0.04 0.57 0.51
H 1.08207 -1.94092 2.44176 0.06 0.86 -1.04
H 2.26757 -0.88228 1.71875 2.73 -0.16 -1.05
H 1.31722 -0.33315 3.00308 -0.53 -0.20 -1.81
H -0.40646 1.09169 -1.72576 0.64 0.45 0.05
H 0.98695 1.86209 -2.44239 0.57 -0.99 0.37
H 2.13100 0.69621 -0.36419 2.29 0.88 1.57
H 1.77212 -0.48071 -1.41259 -0.06 -1.04 -0.96
H -0.01498 -2.39840 -0.84084 0.21 -0.10 -0.19
H -2.78382 -1.79094 -1.73716 -0.07 -0.94 0.42
H -2.77882 -3.23180 0.70249 0.09 0.75 -1.83

---

Computed E (a.u.) in order:
-1975.44297; -362.44652; -362.23585; -362.45341; -362.41054; -361.75268; -437.77110; -437.64969; -437.76185; -437.68365; -588.11553; -941.61060